The following is a quantum chemistry calculation of C22H25N3O5 in the gas phase, from the Open Molecules 2025 dataset.

LUMO	0.60	eV
multiplicity	1
HOMO-LUMO gap	8.649	eV
structure (SMILES)	COc1cc(-c2noc(CCCC(=O)NCc3ccccc3)n2)cc(OC)c1OC
HOMO energy	-8.05	eV
ΔE to the lowest compared entry with this formula, charge and spin	89.9	kcal/mol

```
55
Properties=species:S:1:pos:R:3:forces:R:3
C -0.9475 -2.2450 2.1831 0.277 -0.074 0.075
O -2.1250 -1.7319 1.6072 -0.270 0.324 -0.263
C -2.0619 -0.5265 0.9835 -0.336 0.013 0.055
C -0.9005 0.1947 0.7851 0.004 0.199 0.027
C -0.9611 1.4335 0.1520 -0.789 -0.325 0.113
C 0.2580 2.1689 -0.0831 0.853 0.778 -0.264
N 0.3429 3.4194 -0.4618 -1.206 -0.183 0.168
O 1.6794 3.6657 -0.5909 0.833 -0.176 -0.011
C 2.3189 2.5342 -0.2842 -0.405 -0.240 -0.002
C 3.7941 2.4472 -0.3882 0.208 0.236 0.081
C 4.4933 2.1170 0.9402 -0.098 -0.063 -0.013
C 4.0482 0.7984 1.5797 0.228 -0.036 -0.008
C 4.2585 -0.3933 0.6466 -0.325 0.300 0.389
O 5.3074 -1.0012 0.5721 0.463 -0.134 -0.060
N 3.1603 -0.6978 -0.0673 -0.334 -0.191 -0.267
C 3.1089 -1.7578 -1.0550 0.275 -0.044 -0.031
C 1.6961 -2.2609 -1.1728 0.034 0.021 -0.031
C 1.3394 -3.5302 -0.7395 0.040 0.025 -0.018
C 0.0237 -3.9565 -0.8233 -0.029 -0.078 -0.003
C -0.9512 -3.1146 -1.3313 -0.058 -0.044 0.000
C -0.6038 -1.8462 -1.7649 -0.034 0.023 -0.060
C 0.7115 -1.4252 -1.6895 0.047 -0.121 -0.035
N 1.4927 1.5863 0.0403 0.222 0.177 -0.015
C -2.1778 1.9456 -0.2793 0.170 -0.033 0.005
C -3.3508 1.2236 -0.1068 -0.119 -0.062 0.034
O -4.5686 1.6767 -0.5468 0.256 -0.413 0.201
C -4.6397 2.9565 -1.1277 -0.024 0.194 -0.101
C -3.3061 -0.0275 0.5332 0.070 -0.182 0.127
O -4.3429 -0.8700 0.7731 0.457 0.108 -0.149
C -5.6821 -0.4493 0.6445 -0.536 0.037 -0.024
H -0.1827 -2.4504 1.4283 -0.026 0.032 0.031
H -1.2413 -3.1786 2.6598 0.070 0.040 -0.016
H -0.5424 -1.5644 2.9392 -0.020 -0.002 -0.023
H 0.0538 -0.1783 1.1144 0.084 -0.117 0.039
H 4.1606 3.4033 -0.7653 0.021 -0.093 -0.067
H 4.0356 1.6675 -1.1149 -0.039 0.092 -0.066
H 5.5648 2.0667 0.7404 -0.004 0.064 0.033
H 4.3185 2.9293 1.6495 0.072 0.001 -0.014
H 2.9991 0.8578 1.8685 0.045 -0.006 0.066
H 4.6531 0.6318 2.4720 -0.059 -0.065 -0.039
H 2.3636 -0.0674 -0.0253 0.104 -0.070 0.162
H 3.4517 -1.3814 -2.0302 0.024 -0.129 0.106
H 3.7956 -2.5457 -0.7358 -0.081 0.062 -0.119
H 2.0953 -4.1871 -0.3341 0.091 -0.062 0.042
H -0.2417 -4.9466 -0.4832 -0.027 -0.090 0.028
H -1.9783 -3.4417 -1.3825 -0.106 -0.031 -0.001
H -1.3590 -1.1822 -2.1585 -0.083 0.075 -0.027
H 0.9774 -0.4356 -2.0331 0.038 0.142 -0.047
H -2.1752 2.9067 -0.7635 -0.102 0.107 -0.091
H -5.6938 3.1106 -1.3546 0.089 0.050 -0.010
H -4.2998 3.7333 -0.4363 0.003 -0.026 -0.028
H -4.0591 3.0128 -2.0536 -0.006 0.008 0.041
H -6.2744 -1.2794 1.0297 0.021 0.071 -0.014
H -5.9522 -0.2605 -0.3963 0.007 -0.029 0.130
H -5.8834 0.4459 1.2369 0.011 -0.059 -0.034
```
Positions in Å, forces in eV/Å.

=====

The following is a quantum chemistry calculation of C4H7OP in the gas phase, from the Open Molecules 2025 dataset.

LUMO (alpha / beta)	-0.13 / -0.05	eV
multiplicity	1
HOMO-LUMO gap (alpha / beta)	6.941 / 6.959	eV
HOMO energy (alpha / beta)	-7.07 / -7.01	eV
ΔE to the lowest compared entry with this formula, charge and spin	83.6	kcal/mol

```
13
Properties=species:S:1:pos:R:3:forces:R:3
C -0.0366 -0.6249 -0.5278 0.245 1.143 2.176
C 0.6088 0.7218 -0.0662 -5.098 -0.046 0.272
C -1.2778 -0.9469 0.4194 1.013 -0.194 -1.331
C -0.3716 1.9435 0.0246 0.052 -3.650 -1.816
O -1.5837 1.7389 -0.0182 1.467 1.958 0.366
P -2.9362 -0.2226 -0.0777 1.315 -0.043 0.398
H -0.3337 -0.5692 -1.5654 0.225 -0.343 -0.284
H 0.7867 -1.3270 -0.2541 -0.801 -0.078 -0.915
H 0.8910 0.6681 0.9321 0.872 -0.588 2.176
H 1.4331 0.9799 -0.5738 3.023 1.066 -2.156
H -1.3819 -2.0404 0.2916 -0.285 0.264 0.578
H -0.8627 -0.6814 1.4074 -0.845 -0.411 0.040
H 0.2469 2.8498 -0.0551 -1.182 0.924 0.496
```
Positions in Å, forces in eV/Å.

=====

The following is a quantum chemistry calculation of C23H39Cl2N4O4Sr as an isolated structure, from the Open Molecules 2025 dataset.

LUMO	2.27	eV
charge	-1
multiplicity	1
HOMO-LUMO gap	3.241	eV
HOMO energy	-0.97	eV
ΔE to the lowest compared entry with this formula, charge and spin	65.2	kcal/mol

```
73
Properties=species:S:1:pos:R:3:forces:R:3
O -1.8174 2.5339 -4.1742 -0.104 1.202 -1.049
C -1.7059 3.5925 -4.7552 -0.142 -0.617 0.364
C -0.9333 3.8071 -6.0214 0.256 -0.219 -0.144
C -0.2547 2.7292 -6.6122 0.094 0.190 -0.245
H -0.2975 1.7379 -6.1459 -0.013 0.506 -0.086
C 0.4701 2.9359 -7.7896 -0.152 0.255 0.077
H 1.0030 2.1027 -8.2564 -0.178 0.314 0.171
C 0.5139 4.2130 -8.3722 -0.142 0.020 0.195
H 1.0818 4.3755 -9.2948 -0.216 -0.076 0.374
C -0.1673 5.2866 -7.7790 0.061 -0.275 -0.024
H -0.1354 6.2795 -8.2291 0.035 -0.279 0.074
C -0.8911 5.0835 -6.6043 0.113 -0.591 0.059
H -1.4302 5.8986 -6.1206 0.147 -0.119 -0.131
H -2.2019 4.5285 -4.3965 0.076 -0.316 0.136
C 2.3200 3.0163 0.0251 1.090 1.025 1.533
C 1.9847 2.1501 1.1233 -3.014 -3.891 -1.596
H 3.0646 3.6527 0.4910 1.013 1.503 -0.879
H 1.4485 3.5833 -0.2752 -0.089 0.151 -0.211
H 2.7305 2.4817 -0.8177 0.050 -0.113 -0.372
C 2.0863 1.9481 2.3985 1.565 2.075 -0.158
C 2.9114 2.9207 3.1548 0.455 0.577 1.481
H 1.6357 1.1522 2.9806 -0.289 -0.435 0.233
H 3.4025 3.6609 2.4997 -0.199 -0.292 0.208
H 3.6887 2.3974 3.7219 0.242 0.175 0.317
H 2.2761 3.4621 3.8650 0.219 0.264 0.315
Sr 0.5375 0.3364 0.1242 -0.329 0.213 -0.266
Cl 2.4684 -0.4615 -1.3599 1.823 -0.619 -1.281
Cl -0.6150 2.0269 -1.4376 -1.162 1.102 -0.926
C 2.5443 -1.0167 1.9757 -2.482 -0.338 0.581
O 1.2892 -1.0329 1.9056 2.092 -0.062 -0.483
N 3.0537 -1.7050 3.0026 -0.148 0.053 -0.150
C 2.1390 -2.3651 3.9291 0.533 -0.061 0.164
C 4.4603 -1.7890 3.1956 0.361 -0.090 0.231
H 3.2474 -0.4883 1.2859 -0.697 -0.341 0.346
H 1.0970 -2.1701 3.6425 0.590 -0.002 0.059
H 2.3343 -1.9857 4.9419 -0.117 -0.127 -0.126
H 2.3421 -3.4456 3.9143 -0.099 0.113 0.080
H 4.9587 -1.2183 2.4007 -0.049 -0.193 0.304
H 4.7671 -2.8399 3.1489 0.274 0.100 0.067
H 4.7149 -1.3683 4.1748 0.272 -0.078 -0.098
H -3.2792 0.8336 4.2465 0.100 0.108 0.064
H -5.0453 0.6954 2.3045 -0.285 0.107 -0.150
C -2.7453 1.5603 3.6210 -0.597 0.065 -0.019
C -4.4240 1.4201 1.7678 -0.427 0.118 0.120
N -3.0853 1.3064 2.2267 0.252 -0.073 -0.248
H -1.6628 1.4743 3.7756 -0.512 0.045 -0.211
C -2.0977 0.9956 1.3793 2.342 0.083 2.173
O -0.9574 0.9193 1.9053 -1.948 -0.202 -1.697
H -4.4494 1.2149 0.6895 -0.111 0.104 0.310
H -2.3548 0.8498 0.3052 0.327 0.105 0.539
H -3.0928 2.5673 3.8810 0.090 -0.099 0.098
H -4.7820 2.4355 1.9645 -0.301 -0.086 -0.140
C 1.2964 -3.2870 -0.4523 0.225 0.324 -0.405
N 0.1004 -3.6899 0.2629 -0.499 0.494 -0.021
C 0.1429 -5.0163 0.8282 0.298 0.012 -0.191
C -1.0959 -5.3003 1.6166 -0.058 -0.499 0.705
C -2.2831 -4.8987 0.7953 -0.319 0.351 -0.112
N -2.2081 -3.4640 0.5959 0.043 0.190 0.022
C -3.3950 -2.6719 0.8013 -0.364 0.259 0.259
C -1.0104 -2.8617 0.3234 0.657 1.102 -0.479
O -0.9574 -1.6325 0.0949 -0.333 -2.240 0.086
H 1.6768 -4.1096 -1.0843 -0.334 -0.003 0.292
H 2.1207 -2.9930 0.2204 -0.450 0.024 -0.247
H 1.0759 -2.4578 -1.1409 0.208 -0.252 0.543
H 0.2422 -5.7228 -0.0059 0.026 -0.210 0.119
H 1.0329 -5.1348 1.4657 -0.077 0.157 -0.174
H -1.0917 -4.7396 2.5587 -0.022 0.015 -0.122
H -1.1358 -6.3551 1.8756 0.017 -0.207 0.011
H -3.2337 -5.1419 1.2870 0.209 0.102 -0.118
H -2.2487 -5.4113 -0.1722 -0.146 -0.116 -0.019
H -4.1968 -2.9920 0.1315 0.019 -0.026 -0.063
H -3.7497 -2.7986 1.8308 -0.061 0.012 0.003
H -3.2277 -1.6007 0.6406 0.293 -0.464 -0.072
```
Positions in Å, forces in eV/Å.

=====

The following is a quantum chemistry calculation of C17H31CuN3P2 as an isolated structure, from the Open Molecules 2025 dataset.

LUMO (alpha / beta)	-0.31 / -0.37	eV
multiplicity	2
HOMO-LUMO gap (alpha / beta)	4.456 / 6.969	eV
HOMO energy (alpha / beta)	-4.76 / -7.34	eV
ΔE to the lowest compared entry with this formula, charge and spin	71.8	kcal/mol

```
54
Properties=species:S:1:pos:R:3:forces:R:3
P 0.6096 -2.4013 -2.0703 -1.672 3.699 0.667
P -0.3021 2.6519 -1.6329 -0.622 -1.033 0.426
C 0.2299 -0.7522 -2.8342 1.049 -2.607 -1.118
C 0.4033 0.7281 -2.5498 1.533 2.439 0.205
H -0.7174 -1.0349 -3.3269 -0.047 0.613 0.019
H 0.9619 -0.9014 -3.6422 -0.423 0.327 -0.119
H 1.3555 0.9610 -2.0171 -0.583 -0.614 -0.388
H 0.4424 1.1748 -3.5601 0.501 -0.464 0.712
C -1.4175 3.5294 -2.8210 -0.009 0.049 -0.098
H -1.9608 4.2298 -2.1651 0.126 -0.041 -0.460
H -2.1494 2.8413 -3.2693 0.099 0.305 0.448
H -0.8710 4.0582 -3.6195 -0.285 -0.098 0.288
C 1.2801 3.5256 -2.0040 0.159 0.005 0.068
H 1.1966 4.2138 -2.8621 0.179 -0.276 0.384
H 2.1199 2.8294 -2.1431 -0.166 0.277 -0.020
H 1.4584 4.0768 -1.0606 0.144 -0.041 -0.622
C -0.6469 -3.5482 -2.6137 0.018 -0.736 -0.297
H -0.5805 -4.4344 -1.9760 0.019 -0.050 -0.130
H -0.5284 -3.8490 -3.6558 0.194 0.007 0.021
H -1.6642 -3.1547 -2.5208 0.302 0.387 0.240
C 2.2694 -2.7852 -2.5330 0.729 -0.633 -0.088
H 2.9235 -1.9143 -2.3727 -0.373 -0.232 0.078
H 2.3260 -3.0663 -3.5908 -0.066 0.038 0.211
H 2.6206 -3.6202 -1.9239 0.181 -0.023 -0.088
Cu -1.5421 0.4955 -2.1908 -1.347 0.270 1.145
C 0.2253 1.5898 -5.6742 -0.550 1.098 -0.828
C -1.1121 1.5602 -5.5381 0.396 1.251 -0.782
C -2.0405 0.8677 -6.4986 -0.298 0.211 0.206
C -1.5993 -0.5539 -6.8063 -0.269 -0.245 0.034
C -0.8428 -1.2260 -5.6950 1.464 -1.102 -1.088
C 0.5120 -1.3128 -5.7075 -1.709 -0.979 -0.952
C 1.4312 -0.5171 -6.5586 0.390 0.872 -0.482
C 0.9463 0.9452 -6.8217 0.642 -0.384 -0.560
C 0.3887 -2.1227 -0.3423 0.574 -1.088 0.677
H 0.8489 2.3311 -5.1536 -0.492 -0.456 0.320
H -1.6313 2.2417 -4.8666 0.508 -0.421 -0.006
H -2.1137 1.3858 -7.4753 0.046 0.178 0.552
H -3.0453 0.8762 -6.0472 0.310 -0.079 -0.224
H -2.5085 -1.1377 -7.0002 0.292 -0.078 -0.087
H -0.9895 -0.5694 -7.7201 -0.240 -0.123 0.284
H -1.4448 -1.8504 -5.0361 0.223 0.039 -0.016
H 1.0114 -2.1561 -5.2439 -0.131 0.112 0.716
H 1.6026 -0.9611 -7.5605 0.005 -0.118 0.525
H 2.4220 -0.4668 -6.0570 -0.464 -0.102 -0.277
H 1.8659 1.5190 -7.0447 -0.503 -0.088 0.052
H 0.3459 0.9604 -7.7567 0.245 0.105 0.656
H 1.1579 -1.4046 -0.0176 -0.270 -0.300 0.078
H 0.5223 -3.1130 0.1286 -0.074 0.575 0.446
H -0.6034 -1.6835 -0.1364 0.322 -0.156 -0.204
N -1.5299 0.3667 0.1036 -0.061 -0.403 0.673
C -1.2269 0.6057 1.2203 0.514 0.403 -0.219
N -0.7589 1.1092 2.3111 -0.572 0.095 -2.011
C -0.5416 0.7021 3.5108 0.473 -0.041 2.655
N -0.2704 0.5964 4.6522 -0.412 -0.342 -1.624
```
Positions in Å, forces in eV/Å.